A molecular structure, C19H38InP, computed with ωB97M-V with the def2-TZVPD basis set.

Cartesian coordinates (Å):
C  1.791080  2.406258  -1.473212
H  2.608580  3.057958  -1.142712
H  2.118180  1.903658  -2.391212
H  1.640780  1.639558  -0.705412
C  0.512280  3.214258  -1.718012
H  -0.296720  2.535658  -2.018312
H  0.190080  3.681658  -0.778512
C  0.695180  4.294858  -2.788812
H  -0.228420  4.861358  -2.949612
H  1.479080  5.004558  -2.498712
H  0.988780  3.850458  -3.747312
C  -0.850520  -2.159342  -0.743112
C  -1.553720  -1.432542  -1.788012
C  -0.590320  -1.079342  -2.731512
C  0.676380  -1.702042  -2.370212
C  0.500080  -2.441642  -1.202112
C  1.468180  -3.365542  -0.545312
C  1.913480  -1.616942  -3.201212
C  -0.801920  -0.282842  -3.976312
C  -3.019120  -1.160742  -1.825812
C  -1.518420  -2.857942  0.395788
In  0.048080  -0.275742  -0.653812
H  2.799380  -1.909542  -2.639612
H  1.846580  -2.270942  -4.074212
H  2.086080  -0.607242  -3.575312
H  2.499180  -3.112442  -0.788212
H  1.379280  -3.341542  0.539688
H  1.302080  -4.398842  -0.862712
H  -2.358420  -2.284242  0.784788
H  -1.902320  -3.829942  0.075888
H  -0.830720  -3.031542  1.222188
H  -3.253520  -0.285842  -2.430812
H  -3.565020  -2.007542  -2.250612
H  -3.423820  -0.980242  -0.831012
H  0.020980  0.407758  -4.164612
H  -0.876220  -0.933142  -4.851612
H  -1.715620  0.307358  -3.928812
C  -2.622220  0.808058  2.944188
C  -1.179020  1.303758  2.970088
P  -0.099020  0.266258  1.902188
C  1.372680  1.375458  1.890488
C  1.935580  1.749858  3.259588
C  -0.144520  -1.300242  2.875988
C  0.158080  -1.195342  4.371988
H  -2.997220  0.780058  1.898488
H  -3.261120  1.500458  3.531088
H  -2.712920  -0.201242  3.391188
H  -1.176920  2.332558  2.551488
H  -0.819020  1.367058  4.012688
H  2.189780  0.852858  1.349788
H  1.104480  2.308858  1.355788
H  2.296580  0.855058  3.794888
H  2.813280  2.415058  3.115288
H  1.200780  2.300058  3.878588
H  -1.158120  -1.733542  2.806188
H  0.623280  -1.976842  2.448088
H  -0.592820  -0.587842  4.910888
H  0.117480  -2.213942  4.812988
H  1.171980  -0.804042  4.556488

Forces on atoms 1 to 6 (eV/Å):
-0.098 0.384 -0.650
-0.092 -0.246 0.058
0.005 0.068 0.109
0.143 -0.131 0.228
0.100 0.089 0.094
-0.101 -0.019 -0.058

Values from the calculation:
Orbital gap in Eh: 0.244
Charge: +2
E in eV: -34765.0615
Lowest unoccupied orbital energy in hartree: -0.3183

These are the Löwdin partial charges, in e, on atoms 1 to 8:
1 C -0.12
2 H 0.10
3 H 0.08
4 H -0.03
5 C -0.32
6 H 0.08
7 H 0.10
8 C -0.09

***

3 unconnected molecules or ions with the total composition C19H38N3O3, computed with ωB97M-V with the def2-TZVPD basis set.

Cartesian coordinates (Å):
C  -4.957194  0.643270  -3.403604
C  -3.330191  0.698839  -3.086132
C  -2.532857  2.004373  -2.495230
C  -0.897871  1.846889  -2.198631
C  -0.059429  0.431364  -2.487347
C  1.535483  0.373883  -2.112703
C  1.832214  1.213509  -0.700078
C  2.553228  0.776984  -3.332801
C  -0.867720  -0.891118  -3.115722
O  -0.176161  -2.164830  -3.368996
C  -0.373712  -2.647179  -4.744791
N  -0.939908  -4.077431  -4.674765
C  -2.479288  -0.670308  -3.385033
H  -5.352797  -0.384578  -2.944449
H  -5.456935  1.512761  -2.800677
H  -5.108644  0.694192  -4.562862
H  -3.143970  2.992754  -2.262768
H  -0.336932  2.796705  -1.743050
H  1.771822  -0.763198  -1.836749
H  0.860280  1.401188  -0.067394
H  2.554273  0.553579  -0.022368
H  2.360153  2.242025  -0.885695
H  3.417731  -0.045871  -3.329537
H  2.074180  0.790085  -4.400316
H  3.099141  1.792223  -3.041058
H  0.670653  -2.692401  -5.276954
H  -1.081018  -1.990351  -5.406483
H  -0.068506  -4.673754  -4.561685
H  -3.065419  -1.608363  -3.821407
C  -3.651022  -3.105903  0.083502
C  -2.988968  -1.731993  0.141606
C  -2.035714  -1.559552  1.347166
O  -2.701802  -1.321711  2.590537
C  -3.140617  -2.496943  3.254881
N  -4.032400  -0.697002  0.126302
H  -4.435535  -3.228260  0.834343
H  -4.119817  -3.261449  -0.895716
H  -2.912982  -3.902584  0.226638
H  -2.387483  -1.625907  -0.769595
H  -1.425285  -0.666324  1.166778
H  -1.336098  -2.399840  1.432683
H  -2.451093  -3.334554  3.112275
H  -4.143077  -2.765931  2.917653
H  -3.200841  -2.278743  4.325091
H  -3.583219  0.218324  0.080917
H  -4.477143  -0.700847  1.048988
C  4.481449  2.043499  5.443526
C  3.302674  2.368338  4.530132
C  3.253282  1.493526  3.255741
O  4.182791  1.884505  2.241167
C  5.490596  1.358951  2.410045
N  3.332951  3.800411  4.200829
H  5.433378  2.407936  5.049552
H  4.342511  2.511846  6.425451
H  4.567788  0.963096  5.602163
H  2.388049  2.167187  5.101378
H  2.260597  1.613575  2.804981
H  3.358229  0.427836  3.492706
H  5.479433  0.350687  2.835078
H  6.086307  2.029036  3.032233
H  5.966862  1.312828  1.426362
H  2.498118  4.028378  3.659784
H  4.097474  3.942344  3.534106

Forces on atoms 1 to 6 (eV/Å):
1.527 -0.422 1.056
3.884 -0.527 0.534
1.742 -3.941 -0.747
-2.132 -2.701 -1.228
-3.177 0.798 -0.516
-0.843 -0.911 0.723

Values from the calculation:
Orbital gap in Eh: 0.164
Charge: -1
E in eV: -30919.8658
Lowest unoccupied orbital energy in hartree: 0.0845

These are the Löwdin partial charges, in e, on atoms 1 to 8:
1 C -0.13
2 C -0.21
3 C -0.08
4 C -0.04
5 C -0.07
6 C -0.36
7 C -0.13
8 C -0.11